# 1
Below is a cluster of 2 separate species, C5H10N2O2S in total, with properties calculated with the ωB97M-V functional and the def2-TZVPD basis.

Calculated values
Highest occupied orbital energy (eV): -8.585
Gap between HOMO and LUMO (eV): 8.780
Energy above the lowest of the compared OMol25 structures with the same formula, charge and spin (eV): 3.181
Total energy (a.u.): -854.5500

Structure (ORCA input):
```
! wB97M-V def2-TZVPD RIJCOSX def2/J DEFGRID3
* xyz 0 1
S -0.8192 -0.1352 2.3262
O -0.5255 2.8401 -1.6673
O -1.6535 1.2423 -2.5699
N -1.2151 1.9099 -1.4453
N -1.1344 -0.6982 -0.3098
C 1.7945 -0.6726 1.5869
C -1.8447 -0.8878 0.8789
C 0.5434 0.1305 1.1466
C 0.9870 0.0672 -1.3102
C -0.0136 -0.1265 -0.1984
H 0.7420 1.2610 1.2443
H 1.6810 -1.6772 1.0235
H -1.6550 -1.9669 1.0486
H 1.6998 -0.8978 2.7487
H 1.6032 -0.8949 -1.1453
H 2.6963 -0.2286 1.4150
H 0.3983 0.0373 -2.2228
H -1.9985 0.4820 -2.2217
H -2.8634 -0.6858 0.8799
H 1.5773 0.9013 -1.2079
*
```

# 2
Below is the molecule C5H10N2O3, with properties calculated with the ωB97M-V functional and the def2-TZVPD basis.

Calculated values
Highest occupied orbital energy (eV): -9.991
Gap between HOMO and LUMO (eV): 10.420
Energy above the lowest of the compared OMol25 structures with the same formula, charge and spin (eV): 0.598
Total energy (a.u.): -531.7830

Structure (ORCA input):
```
! wB97M-V def2-TZVPD RIJCOSX def2/J DEFGRID3
* xyz 0 1
O 1.9394 1.3437 2.4372
O 2.6851 -0.5051 3.5039
O -1.5041 -0.4243 1.0259
N 0.7136 -0.2542 0.4420
N 0.1917 0.3559 -2.0457
C 2.0441 -0.0021 2.6243
C -2.2786 0.0472 -1.7078
C -0.6377 -0.1217 0.2219
C 1.2301 -0.9472 1.6177
C -0.9663 0.5477 -1.1157
H 0.2559 -0.6117 -2.3814
H 1.3931 1.4185 1.6302
H 1.2679 -0.2133 -0.3956
H 0.3921 -1.4039 2.1749
H -0.9529 1.6294 -0.9167
H 1.8663 -1.7769 1.3486
H -2.4918 0.7177 -2.6142
H -2.1868 -1.0293 -1.9464
H -3.0540 0.2785 -1.0393
H 0.0929 0.9512 -2.8639
*
```

# 3
Below is the molecule C5H10N2S, with properties calculated with the ωB97M-V functional and the def2-TZVPD basis.

Calculated values
Highest occupied orbital energy (eV): -8.410
Gap between HOMO and LUMO (eV): 9.037
Energy above the lowest of the compared OMol25 structures with the same formula, charge and spin (eV): 3.902
Total energy (a.u.): -704.0804

Structure (ORCA input):
```
! wB97M-V def2-TZVPD RIJCOSX def2/J DEFGRID3
* xyz 0 1
S 0.1845 1.5837 0.6080
N 1.3191 -1.1325 0.6253
N 2.3637 0.5045 1.7203
C -0.8444 0.7790 -1.6582
C -1.0808 0.7316 -0.2214
C 1.3477 0.2191 0.8540
C -1.2368 -0.7750 0.3079
C 0.0923 -1.5669 -0.1871
H 2.8572 -0.0616 2.3938
H 0.1631 -1.3043 -1.3753
H -1.4769 -0.6958 1.2765
H -0.5289 1.8486 -2.0413
H 0.1805 0.4738 -1.6551
H -0.1837 -2.6763 0.0920
H -1.5622 0.3992 -2.4601
H -2.1740 1.1121 -0.0589
H 2.6299 1.6970 2.0756
H -2.0501 -1.1361 -0.2960
*
```

# 4
Below is the molecule C5H10N2S, with properties calculated with the ωB97M-V functional and the def2-TZVPD basis.

Calculated values
Highest occupied orbital energy (eV): -8.301
Gap between HOMO and LUMO (eV): 8.838
Energy above the lowest of the compared OMol25 structures with the same formula, charge and spin (eV): 1.763
Total energy (a.u.): -704.1590

Structure (ORCA input):
```
! wB97M-V def2-TZVPD RIJCOSX def2/J DEFGRID3
* xyz 0 1
S 1.6719 2.2987 0.1828
N 1.3066 0.1939 -1.3863
N 0.8726 -1.1094 -1.7402
C 0.1485 0.1030 0.7731
C 0.7898 -0.3395 2.0499
C -1.9297 0.4472 -0.6959
C -1.1671 -0.0341 0.5529
C 1.0186 0.8008 -0.1929
H 0.0592 -0.9162 2.6211
H -2.3884 -0.4126 -1.2056
H 1.8368 0.6217 -2.1356
H 1.0634 -1.6751 -0.8948
H 1.1586 0.5339 2.6124
H -1.2917 1.0007 -1.4054
H -1.9255 -0.4667 1.2532
H 1.6744 -0.9708 1.8341
H -0.1391 -1.2068 -1.8563
H -2.7588 1.1312 -0.3666
*
```

# 5
Below is the ion C5H10N3 with charge +1, with properties calculated with the ωB97M-V functional and the def2-TZVPD basis.

Calculated values
Highest occupied orbital energy (eV): -12.834
Gap between HOMO and LUMO (eV): 8.902
Energy above the lowest of the compared OMol25 structures with the same formula, charge and spin (eV): 3.769
Total energy (a.u.): -360.4366

Structure (ORCA input):
```
! wB97M-V def2-TZVPD RIJCOSX def2/J DEFGRID3
* xyz 1 1
N -0.5327 -0.3300 -0.9344
N 1.6404 -1.5975 1.4774
N -1.7568 -0.4957 -2.9659
C -1.6961 -0.3865 -1.6250
C 0.9353 -0.7193 0.9354
C 1.2949 1.5078 2.0070
C 0.9857 0.6624 0.7186
C -0.4457 -0.2513 0.4129
H 1.1840 1.1665 -0.2351
H 0.3635 -0.3235 -1.3214
H 2.1977 2.0515 1.8949
H 1.2869 -2.5604 1.6539
H -0.9225 -0.6135 -3.5250
H -1.2548 0.0147 1.0571
H -2.6192 -0.3831 -1.0479
H 0.4977 2.2036 2.2424
H -2.6831 -0.7264 -3.4533
H 1.5249 0.7804 2.7084
*
```

# 6
Below is the ion C5H10N3 with charge +1, with properties calculated with the ωB97M-V functional and the def2-TZVPD basis.

Calculated values
Highest occupied orbital energy (eV): -13.217
Gap between HOMO and LUMO (eV): 9.472
Energy above the lowest of the compared OMol25 structures with the same formula, charge and spin (eV): 4.409
Total energy (a.u.): -360.4131

Structure (ORCA input):
```
! wB97M-V def2-TZVPD RIJCOSX def2/J DEFGRID3
* xyz 1 1
N 0.6835 0.0154 -0.9965
N -0.3840 0.2196 0.0180
N 0.9950 2.1400 -0.3483
C -0.1783 1.7266 0.2730
C 1.0789 -1.3597 -1.3895
C 1.4445 1.1537 -1.0374
C -0.5829 -0.5543 1.2456
C -1.1879 2.4080 0.7779
H 0.2152 -0.2990 1.9955
H 0.0470 -1.7541 -1.3206
H -0.9600 3.3183 1.3222
H -1.4066 -0.0549 1.8085
H 2.3815 1.2702 -1.5776
H -2.1778 1.9452 0.7334
H -1.2502 0.1599 -0.5683
H 1.7063 -1.7726 -0.6218
H -0.7204 -1.5734 0.8154
H 1.3034 -1.4056 -2.4565
*
```

# 7
Below is the ion C5H10N3 with charge +1, with properties calculated with the ωB97M-V functional and the def2-TZVPD basis.

Calculated values
Highest occupied orbital energy (eV): -13.166
Gap between HOMO and LUMO (eV): 10.008
Energy above the lowest of the compared OMol25 structures with the same formula, charge and spin (eV): 1.311
Total energy (a.u.): -360.5269

Structure (ORCA input):
```
! wB97M-V def2-TZVPD RIJCOSX def2/J DEFGRID3
* xyz 1 1
N 1.1519 0.8794 -1.7547
N -2.0322 -0.6351 0.7415
N -0.1989 1.1042 0.0161
C 0.1969 1.6445 -1.2076
C 1.4581 -0.2196 -0.9575
C 0.4296 -0.8493 1.3319
C 0.6218 -0.0711 0.1324
C -0.9836 -1.5596 1.2876
H 1.6450 1.1251 -2.6269
H -0.4003 2.4850 -1.5775
H -2.7405 -1.1571 0.1705
H -0.9706 1.3574 0.5930
H 0.7425 -0.1861 2.1612
H 1.3138 -1.5463 1.4261
H -2.5315 -0.1251 1.4693
H 2.2007 -0.9206 -1.1463
H -0.6928 -2.4288 0.6449
H -1.3495 -1.7129 2.3440
*
```

# 8
Below is the ion C5H10N3 with charge +1, with properties calculated with the ωB97M-V functional and the def2-TZVPD basis.

Calculated values
Highest occupied orbital energy (eV): -13.315
Gap between HOMO and LUMO (eV): 9.709
Energy above the lowest of the compared OMol25 structures with the same formula, charge and spin (eV): 2.115
Total energy (a.u.): -360.4974

Structure (ORCA input):
```
! wB97M-V def2-TZVPD RIJCOSX def2/J DEFGRID3
* xyz 1 1
N 0.1573 -0.4008 1.1728
N -1.0934 0.9092 2.4794
N 1.8336 -0.4688 -1.7528
C -0.0634 -0.0180 2.4755
C -1.3720 1.2376 1.1321
C -0.4626 0.2398 -1.2054
C 0.3412 -0.9837 -1.6752
C -0.5983 0.3994 0.2546
H 0.9646 -1.0363 0.7892
H -0.1445 -1.3608 -2.5106
H -1.1269 1.5431 3.3831
H 0.3455 -0.6349 3.3743
H -2.1645 1.8330 0.8646
H 0.5880 -1.7388 -0.9213
H 1.9181 0.2730 -2.4415
H -0.1364 1.2300 -1.6932
H -1.4848 0.2633 -1.7003
H 2.4985 -1.2864 -2.0253
*
```

gap between HOMO and LUMO of number 4 (C5H10N2S)?
8.838 eV

Among the records above, which one has the lowest total energy?
C5H10N2O2S

Which of these has the highest total energy?
number 6

gap between HOMO and LUMO of number 3 (C5H10N2S)?
9.037 eV